[1]
Here is a cluster of 16 separate species, H32O16 in total at a distorted geometry from OMol25. Energies are from wB97M-V/def2-TZVPD.

Structure (ORCA input):
```
! RIJCOSX wB97M-V def2-TZVPD def2/J DEFGRID3
* xyz 0 1
O -11.6000 -7.6763 -18.4860
H -11.7502 -6.7594 -18.6018
H -12.3947 -7.9889 -18.0198
O -8.2250 -12.5131 -15.3379
H -7.7890 -11.9407 -14.7018
H -8.0098 -12.2850 -16.2038
O -11.7746 -14.5386 -18.8795
H -11.5530 -14.0114 -18.0698
H -11.9489 -13.9471 -19.6014
O -9.6043 -9.2341 -19.5565
H -10.3823 -8.6611 -19.4305
H -9.8443 -9.8512 -18.8624
O -9.3058 -12.4855 -19.2088
H -9.0246 -12.3656 -20.1330
H -8.8981 -13.3168 -18.9851
O -12.7428 -12.0115 -14.7136
H -13.2482 -11.4341 -14.1066
H -11.8374 -11.6518 -14.6131
O -12.1090 -8.6916 -15.4016
H -11.3547 -9.2383 -15.3218
H -12.0724 -8.1788 -14.5975
O -8.1003 -9.4439 -15.8705
H -8.0347 -9.0154 -15.0328
H -8.6898 -8.8234 -16.3444
O -13.1463 -10.1714 -18.6689
H -14.0396 -10.0100 -18.9033
H -12.8042 -10.7180 -19.3662
O -10.8210 -12.9863 -16.7923
H -11.4708 -13.4400 -16.2557
H -10.0520 -13.4883 -16.5474
O -9.5266 -7.2400 -16.8090
H -9.0327 -6.5645 -17.3148
H -10.1959 -7.6006 -17.3914
O -7.0406 -11.1534 -17.7884
H -7.9025 -11.4023 -18.1379
H -7.2091 -10.3564 -17.2607
O -10.5933 -10.4025 -17.1106
H -10.6113 -11.3963 -17.0309
H -11.4518 -10.2001 -17.4377
O -14.3186 -12.4016 -17.2541
H -14.0871 -12.0199 -16.3859
H -13.9256 -11.7357 -17.8281
O -11.8036 -11.9580 -20.2382
H -11.4601 -11.5070 -20.9987
H -11.1509 -12.0850 -19.5889
O -10.3256 -10.5845 -14.2151
H -9.9502 -11.2075 -13.6409
H -9.8313 -10.6317 -15.0016
*
```

Values from the calculation:
ΔE to the lowest compared entry with this formula, charge and spin: 90.2 kcal per mole
Orbital gap: 10.473 eV
Max |F|: 3.37 eV/A



[2]
Here is a cluster of 2 separate species, CH3N2S in total at a distorted geometry from OMol25. Energies are from wB97M-V/def2-TZVPD.

Structure (ORCA input):
```
! RIJCOSX wB97M-V def2-TZVPD def2/J DEFGRID3
* xyz 1 1
C 0.4932 0.2091 -0.0823
N 1.3442 0.9563 -0.0461
N -0.6114 -0.4850 0.0574
S -3.7189 0.2452 -0.0136
H 2.0296 1.6650 0.0760
H -1.3950 -0.0185 -0.2074
H -0.6123 -1.4459 -0.1794
*
```

Values from the calculation:
ΔE to the lowest compared entry with this formula, charge and spin: 46.4 kcal per mole
Orbital gap (spin up / spin down): 7.562 / 7.549 eV
Max |F|: 4.42 eV/A



[3]
Here is a structure of composition C3H4S at a distorted geometry from OMol25. Energies are from wB97M-V/def2-TZVPD.

Structure (ORCA input):
```
! RIJCOSX wB97M-V def2-TZVPD def2/J DEFGRID3
* xyz 0 1
C 0.7327 -0.3667 0.1932
C 0.2402 0.5713 1.0268
C -0.6700 -0.3560 -0.8371
S -1.2416 1.0221 0.2763
H 1.6650 -0.9061 -0.0515
H 0.7691 1.0855 1.7904
H -0.0902 0.0600 -1.6220
H -1.4054 -1.1100 -0.7761
*
```

Values from the calculation:
ΔE to the lowest compared entry with this formula, charge and spin: 27.2 kcal per mole
Orbital gap: 9.287 eV
Max |F|: 5.57 eV/A



[4]
Here is a cluster of 2 separate species, C3H5O3 in total at a distorted geometry from OMol25. Energies are from wB97M-V/def2-TZVPD.

Structure (ORCA input):
```
! RIJCOSX wB97M-V def2-TZVPD def2/J DEFGRID3
* xyz 1 1
C 1.5156 1.9201 0.1081
C -0.7409 -0.0827 0.2587
C -1.1319 -1.2875 -0.2931
O 0.5075 0.1921 0.5250
O 1.5361 -0.6015 0.1974
O 2.4792 1.4473 -0.1623
H 0.6732 2.4410 0.4640
H -1.5232 0.7478 0.5339
H -0.1284 -1.4340 -0.8806
H -1.9780 -1.2171 -1.1388
H -1.2092 -2.1255 0.3877
*
```

Values from the calculation:
ΔE to the lowest compared entry with this formula, charge and spin: 145.1 kcal per mole
Orbital gap (spin up / spin down): 8.691 / 8.691 eV
Max |F|: 5.06 eV/A



[5]
Here is a structure of composition C44H36Cl2N2O9STeV at a distorted geometry from OMol25. Energies are from wB97M-V/def2-TZVPD.

Structure (ORCA input):
```
! RIJCOSX wB97M-V def2-TZVPD def2/J DEFGRID3
* xyz 2 2
V 0.2192 -0.1163 0.9169
Cl 4.9044 5.6679 1.3708
C 3.9017 4.2922 1.1214
C 4.4562 3.1125 0.6682
C 3.6427 2.0078 0.4712
Cl 4.3210 0.5349 -0.1021
C 2.2881 2.0763 0.7357
O 1.5259 0.9733 0.5411
C 1.7202 3.2800 1.1537
C 0.2629 3.5408 1.2525
O -0.6098 2.8597 0.7701
C 2.5416 4.3759 1.3609
H 5.5175 3.0440 0.4699
H 0.0203 4.5088 1.7247
H 2.1157 5.3162 1.6911
O 0.0568 -2.5942 -0.7765
N 0.8465 -1.9197 -0.1943
O 1.6802 -2.0978 4.8346
C 0.9817 -1.1094 5.4161
C 0.9181 -1.1125 6.8047
C 0.2172 -0.1291 7.4645
C -0.4499 0.8930 6.7713
C -0.3969 0.9077 5.4083
C 0.3196 -0.0883 4.7084
C 0.3391 -0.0380 3.2868
O -0.2661 0.8489 2.5781
O 0.9760 -0.9090 2.5417
H 1.6507 -2.0075 3.8690
H 1.4291 -1.9013 7.3399
H 0.1797 -0.1474 8.5465
H -0.9961 1.6515 7.3135
H -0.9039 1.6749 4.8383
O 1.8358 -8.7555 -2.4191
C 2.5495 -8.3022 -1.3696
O 3.2262 -9.0330 -0.7153
C 2.4464 -6.8302 -1.0526
C 2.2932 -5.8627 -2.0404
C 2.2748 -4.5201 -1.7018
C 2.3741 -4.1679 -0.3602
S 2.4249 -2.4903 0.1473
C 2.5281 -5.1263 0.6369
C 2.5804 -6.4613 0.2799
H 1.2372 -8.0811 -2.7615
H 2.2360 -6.1450 -3.0848
H 2.1995 -3.7637 -2.4703
H 2.6127 -4.8336 1.6760
H 2.7324 -7.2310 1.0248
C 3.3564 4.6001 -2.3631
C 2.0782 3.8185 -2.2238
C 2.0591 2.4430 -2.4038
C 0.8923 1.6915 -2.3019
C 1.0255 0.2086 -2.5441
C -0.2902 2.3799 -1.9908
Te -2.1185 1.4292 -1.6580
N -1.4473 0.1566 -0.2481
C -2.1658 -0.3906 0.7413
O -1.4302 -1.1938 1.4324
C -3.5406 -0.0660 1.1388
C -4.4228 -1.0979 1.4495
C -5.7135 -0.7934 1.8429
C -6.1065 0.5357 1.9610
C -5.2088 1.5632 1.6952
C -3.9227 1.2656 1.2787
C -2.1483 0.1554 -3.3143
C -1.3741 0.5077 -4.4158
C -1.4159 -0.2740 -5.5542
C -2.2263 -1.4039 -5.5751
C -3.0093 -1.7250 -4.4786
C -3.0102 -0.9385 -3.3278
C -3.9284 -1.3023 -2.1892
C -0.3150 3.7734 -1.8123
C -1.5706 4.5374 -1.4643
C 0.8782 4.4644 -1.9352
H 4.2304 3.9712 -2.1959
H 3.3889 5.4375 -1.6657
H 3.4360 5.0140 -3.3704
H 2.9871 1.9268 -2.6337
H 1.2447 0.0206 -3.5968
H 0.1339 -0.3631 -2.2988
H 1.8622 -0.1883 -1.9695
H -4.0968 -2.1282 1.3749
H -6.4115 -1.5884 2.0694
H -7.1132 0.7721 2.2795
H -5.5104 2.5936 1.8259
H -3.1973 2.0577 1.1233
H -0.7394 1.3850 -4.3837
H -0.8233 -0.0052 -6.4186
H -2.2632 -2.0247 -6.4609
H -3.6636 -2.5879 -4.5192
H -4.8712 -1.6905 -2.5721
H -4.1857 -0.4538 -1.5539
H -3.4831 -2.0726 -1.5559
H -2.0390 4.1555 -0.5524
H -2.3081 4.5066 -2.2693
H -1.3384 5.5854 -1.2880
H 0.8752 5.5400 -1.7941
*
```

Values from the calculation:
ΔE to the lowest compared entry with this formula, charge and spin: 0.0 kcal per mole
Orbital gap (spin up / spin down): 5.845 / 6.480 eV
Max |F|: 1.16 eV/A



[6]
Here is a cluster of 2 separate species, C2H6O2 in total at a distorted geometry from OMol25. Energies are from wB97M-V/def2-TZVPD.

Structure (ORCA input):
```
! RIJCOSX wB97M-V def2-TZVPD def2/J DEFGRID3
* xyz 0 1
C -0.6661 -1.0528 -0.4922
C -1.4732 -0.0166 -0.1406
O -1.0565 1.2555 0.1399
H -1.1063 -1.9331 -0.8264
H 0.4032 -0.9002 -0.4216
H -2.5751 -0.0050 -0.0958
H -0.1028 1.2078 0.2161
O 1.8055 0.5724 0.4707
H 2.5366 0.6676 -0.1396
H 2.2346 0.2045 1.2894
*
```

Values from the calculation:
ΔE to the lowest compared entry with this formula, charge and spin: 21.8 kcal per mole
Orbital gap: 8.969 eV
SMILES: C=CO.O
Max |F|: 3.14 eV/A



- ΔE to the lowest compared entry with this formula, charge and spin of number 3 (C3H4S)?
  27.2 kcal per mole